(1)
Formula: C8H12O3P
Source: the Open Molecules 2025 dataset
Level of theory: ωB97M-V/def2-TZVPD

Geometry as ORCA input:
```
! wB97M-V def2-TZVPD RIJCOSX def2/J DEFGRID3
* xyz 1 1
O -2.47 -3.05 -2.77
C -2.07 -3.68 -1.59
C -0.61 -3.32 -1.21
P -0.58 -1.71 -0.43
H -1.84 -3.18 -3.48
H -2.18 -4.77 -1.61
H -2.75 -3.30 -0.82
H 0.03 -3.26 -2.10
H -0.16 -4.05 -0.54
H 0.63 -1.05 -0.56
H -1.54 -0.89 -1.00
H -0.85 -1.77 0.93
C 0.41 4.00 1.55
C -0.20 2.82 1.57
C 0.54 1.58 1.27
O -0.04 0.50 1.28
C 1.98 1.67 0.99
C 2.60 2.84 0.96
C 1.86 4.11 1.24
O 2.43 5.18 1.21
H -0.10 4.94 1.75
H -1.26 2.71 1.79
H 2.50 0.73 0.82
H 3.66 2.95 0.76
*
```

- Orbital gap: 8.61 eV
- E_LUMO: -4.5146 eV
- Largest force on an atom: 0.41 eV/A
- HOMO: -13.120 eV


(2)
Formula: C8H12O3PS
Source: the Open Molecules 2025 dataset
Level of theory: ωB97M-V/def2-TZVPD

Geometry as ORCA input:
```
! wB97M-V def2-TZVPD RIJCOSX def2/J DEFGRID3
* xyz -1 1
C 3.03 -0.79 0.94
C 3.91 0.13 0.62
C 1.94 -0.95 0.08
C 1.93 -0.06 -0.95
C 1.15 -3.18 -0.76
C -4.34 2.83 -1.25
C 0.86 -2.02 0.20
C -3.41 2.10 -0.72
O -1.20 2.17 2.28
O -1.21 0.28 0.49
O -2.80 2.40 0.39
P -2.15 1.06 1.38
S 3.37 0.96 -0.87
H 3.11 -1.40 1.95
H 4.76 0.53 1.25
H 0.99 -2.96 -1.95
H 0.55 -4.07 -0.60
H 2.16 -3.49 -0.65
H -4.75 2.53 -2.18
H -1.86 2.68 2.83
H -4.78 3.71 -0.78
H 0.68 -2.18 1.20
H -0.10 -1.59 -0.07
H -3.01 1.14 -1.22
H 1.20 0.17 -1.62
*
```

- Orbital gap: 6.68 eV
- E_LUMO: 2.9226 eV
- Largest force on an atom: 4.96 eV/A
- HOMO: -3.754 eV


(3)
Formula: C8H12O4P
Source: the Open Molecules 2025 dataset
Level of theory: ωB97M-V/def2-TZVPD

Geometry as ORCA input:
```
! wB97M-V def2-TZVPD RIJCOSX def2/J DEFGRID3
* xyz -1 1
C -3.89 0.93 0.69
C -2.91 0.57 -0.12
C -1.63 1.32 -0.29
C -0.75 0.94 -1.37
C -0.35 0.55 0.00
C -0.30 -0.87 0.43
O -0.89 -1.29 1.40
O 0.82 -1.37 -0.08
C 1.21 -2.61 0.48
P 1.19 1.67 0.66
O 1.80 0.78 1.72
O 2.26 1.45 -0.66
C 3.26 0.46 -0.56
H -4.80 0.32 0.75
H -3.81 1.75 1.41
H -2.93 -0.30 -0.86
H -1.56 2.34 -0.11
H -0.95 0.10 -1.99
H -0.13 1.68 -1.86
H 1.99 -2.70 1.18
H 1.49 -3.09 -0.37
H 0.36 -3.01 0.94
H 4.04 0.63 -1.28
H 2.88 -0.57 -0.61
H 3.58 0.32 0.50
*
```

- Orbital gap: 7.00 eV
- E_LUMO: 3.5850 eV
- Energy relative to the best compared isomer or geometry (same formula, charge and spin): 1.748 eV
- Largest force on an atom: 3.59 eV/A
- Structure (SMILES): C=C[C@@H]1C[C@@]1(C(=O)OC)P([O-])OC
- HOMO: -3.411 eV


(4)
Formula: C8H12O6
Source: the Open Molecules 2025 dataset
Level of theory: ωB97M-V/def2-TZVPD

Geometry as ORCA input:
```
! wB97M-V def2-TZVPD RIJCOSX def2/J DEFGRID3
* xyz 0 1
C 74.60 31.90 30.79
C 73.78 32.47 31.92
C 73.17 31.43 32.87
O 73.83 31.81 34.08
C 74.59 32.95 33.94
O 75.17 33.55 34.80
O 74.67 33.33 32.62
H 74.20 31.22 30.18
H 75.45 31.22 31.09
H 75.19 32.59 30.18
H 72.98 33.11 31.41
H 73.13 30.32 32.56
H 72.21 31.60 32.67
C 69.22 37.15 31.83
C 70.20 35.83 31.82
C 69.54 34.57 31.26
O 70.61 34.14 30.55
C 71.46 35.00 30.22
O 72.36 34.89 29.39
O 71.30 36.05 30.94
H 68.35 36.76 32.28
H 69.04 37.18 30.81
H 69.89 38.05 32.36
H 70.62 35.80 32.74
H 68.70 34.90 30.73
H 69.21 33.83 31.86
*
```

- Orbital gap: 11.16 eV
- E_LUMO: 0.3188 eV
- Energy relative to the best compared isomer or geometry (same formula, charge and spin): 3.741 eV
- Largest force on an atom: 6.72 eV/A
- Structure (SMILES): C[C@H]1COC(=O)O1.C[C@H]1COC(=O)O1
- HOMO: -10.838 eV


(5)
Formula: C8H12O6Rb
Source: the Open Molecules 2025 dataset
Level of theory: ωB97M-V/def2-TZVPD

Geometry as ORCA input:
```
! wB97M-V def2-TZVPD RIJCOSX def2/J DEFGRID3
* xyz 1 1
Rb -0.10 4.45 1.23
C -2.46 -0.97 -1.01
C -2.25 0.30 -1.81
C -3.43 1.18 -2.08
O -3.72 1.69 -0.77
C -2.50 1.92 -0.25
O -2.31 2.66 0.67
O -1.56 1.23 -0.90
H -1.54 -1.48 -0.77
H -3.03 -1.72 -1.56
H -3.00 -0.86 -0.07
H -1.69 0.17 -2.73
H -4.31 0.73 -2.54
H -3.16 2.02 -2.73
C 3.87 -1.78 1.98
C 3.20 -0.92 0.94
C 1.80 -1.32 0.42
O 0.99 -0.18 0.64
C 1.72 0.84 1.20
O 1.30 1.92 1.45
O 2.91 0.37 1.55
H 3.96 -2.78 1.55
H 3.37 -1.82 2.95
H 4.84 -1.31 2.13
H 3.86 -0.68 0.11
H 1.31 -2.09 1.00
H 1.93 -1.57 -0.64
*
```

- Orbital gap: 11.00 eV
- E_LUMO: -2.9696 eV
- Energy relative to the best compared isomer or geometry (same formula, charge and spin): 0.308 eV
- Largest force on an atom: 2.36 eV/A
- HOMO: -13.974 eV


(6)
Formula: C8H12O8Si
Source: the Open Molecules 2025 dataset
Level of theory: ωB97M-V/def2-TZVPD

Geometry as ORCA input:
```
! wB97M-V def2-TZVPD RIJCOSX def2/J DEFGRID3
* xyz 0 1
C -1.08 -2.54 -2.46
C -0.84 -1.33 -1.64
O -1.32 -0.27 -1.97
O -0.11 -1.59 -0.55
Si 0.28 -0.43 0.54
O 1.06 0.74 -0.36
C 0.80 1.92 -0.98
C -0.64 2.38 -0.97
O 1.65 2.59 -1.52
O 1.35 -1.13 1.58
C 2.54 -1.64 1.18
C 3.18 -1.05 -0.01
O 3.12 -2.48 1.83
O -1.04 0.11 1.32
C -1.17 1.24 2.04
C -2.45 1.28 2.79
O -0.44 2.17 2.10
H -0.91 -2.29 -3.52
H -0.39 -3.34 -2.20
H -2.10 -2.94 -2.31
H -1.34 1.55 -0.79
H -0.83 3.13 -0.22
H -0.89 2.81 -1.96
H 3.69 -1.83 -0.57
H 2.43 -0.60 -0.65
H 3.87 -0.27 0.24
H -3.32 1.40 2.18
H -2.63 0.34 3.33
H -2.48 2.05 3.54
*
```

- Orbital gap: 10.99 eV
- E_LUMO: 0.3662 eV
- Energy relative to the best compared isomer or geometry (same formula, charge and spin): 0.000 eV
- Largest force on an atom: 2.83 eV/A
- Structure (SMILES): CC(=O)O[Si](OC(C)=O)(OC(C)=O)OC(C)=O
- HOMO: -10.623 eV


(7)
Formula: C8H13BN2V
Source: the Open Molecules 2025 dataset
Level of theory: ωB97M-V/def2-TZVPD

Geometry as ORCA input:
```
! wB97M-V def2-TZVPD RIJCOSX def2/J DEFGRID3
* xyz -2 4
C -0.48 0.82 -1.91
C 0.92 0.92 -1.63
C 1.09 1.71 -0.45
C -0.19 2.06 0.04
C -1.17 1.55 -0.88
V -0.65 -0.48 -0.04
N -2.36 -0.56 0.13
C 0.17 -2.17 -0.58
C 1.47 -1.72 -0.49
H 2.04 2.12 -0.09
H 1.72 0.58 -2.28
H -0.40 2.79 0.82
H -2.24 1.78 -0.85
H -0.93 0.40 -2.80
H 2.04 -1.52 -1.41
H -0.31 -2.66 0.29
H -2.98 -1.36 0.06
H 2.07 -1.96 0.40
H -0.42 -2.15 -1.51
B 0.12 0.06 4.38
C 0.13 -0.15 2.86
N 0.09 -0.30 1.70
H 1.08 -0.50 4.86
H -0.91 -0.49 4.78
H 0.10 1.24 4.65
*
```

- Orbital gap (spin up / spin down): 3.51 / 5.58 eV
- E_LUMO (spin up / spin down): 5.6984 / 5.6783 eV
- Energy relative to the best compared isomer or geometry (same formula, charge and spin): 0.000 eV
- Largest force on an atom: 5.21 eV/A
- HOMO (spin up / spin down): 2.191 / 0.101 eV


(8)
Formula: C8H13BrF8P
Source: the Open Molecules 2025 dataset
Level of theory: ωB97M-V/def2-TZVPD

Geometry as ORCA input:
```
! wB97M-V def2-TZVPD RIJCOSX def2/J DEFGRID3
* xyz -1 1
F -1.38 0.74 4.88
C -1.02 0.51 3.57
F 0.04 1.32 3.36
F -2.04 0.99 2.83
C -0.73 -0.96 3.34
C -1.12 -1.52 1.98
P 0.15 -1.13 0.60
Br 0.59 -3.58 0.25
C 1.45 -0.82 -0.74
C 1.77 0.65 -0.98
C 0.68 1.54 -1.59
C 0.39 1.32 -3.08
F 0.65 2.48 -3.78
F 1.22 0.38 -3.63
C -1.09 0.91 -3.45
F -1.11 0.01 -4.43
F -1.78 1.98 -3.88
F -1.75 0.41 -2.41
H 0.36 -1.10 3.49
H -1.23 -1.51 4.15
H -2.09 -1.13 1.64
H -1.22 -2.61 2.06
H -0.90 -1.24 -0.39
H -0.07 0.28 0.83
H 1.21 -1.18 1.61
H 1.16 -1.34 -1.66
H 2.37 -1.31 -0.38
H 2.66 0.75 -1.62
H 2.04 1.11 -0.02
H 1.01 2.59 -1.53
H -0.24 1.47 -1.01
*
```

- Orbital gap: 7.82 eV
- E_LUMO: 3.2530 eV
- Largest force on an atom: 1.42 eV/A
- HOMO: -4.566 eV


(9)
Formula: C8H13Cl4F3O2
Source: the Open Molecules 2025 dataset
Level of theory: ωB97M-V/def2-TZVPD

Geometry as ORCA input:
```
! wB97M-V def2-TZVPD RIJCOSX def2/J DEFGRID3
* xyz 0 1
C 2.30 2.58 -9.34
C 1.07 3.33 -8.63
O 1.30 4.74 -8.46
C 1.80 5.19 -7.26
O 2.15 4.46 -6.37
C 2.04 6.73 -7.16
F 3.31 7.01 -7.01
F 1.69 7.38 -8.33
F 1.37 7.27 -6.17
H 2.34 2.66 -10.42
H 2.34 1.50 -9.23
H 3.26 3.05 -9.08
H 0.89 2.72 -7.74
H 0.18 3.09 -9.21
Cl 2.52 5.31 -11.20
C 3.45 5.44 -9.65
C 4.62 6.39 -9.70
Cl 5.74 6.31 -8.27
H 3.81 4.44 -9.43
H 2.70 5.79 -8.93
H 4.36 7.44 -9.67
H 5.32 6.14 -10.49
Cl 7.37 3.65 -6.57
C 5.67 3.96 -5.92
C 4.59 4.26 -7.02
Cl 4.60 3.03 -8.28
H 5.67 4.75 -5.16
H 5.41 3.07 -5.36
H 4.82 5.14 -7.63
H 3.66 4.41 -6.48
*
```

- Orbital gap: 9.14 eV
- E_LUMO: -0.0236 eV
- Energy relative to the best compared isomer or geometry (same formula, charge and spin): 6.085 eV
- Largest force on an atom: 6.55 eV/A
- HOMO: -9.159 eV


(10)
Formula: C8H13ClFN4
Source: the Open Molecules 2025 dataset
Level of theory: ωB97M-V/def2-TZVPD

Geometry as ORCA input:
```
! wB97M-V def2-TZVPD RIJCOSX def2/J DEFGRID3
* xyz 1 1
C -2.84 0.03 1.77
C -2.63 0.78 0.56
C -1.86 0.22 -0.47
C -1.41 -1.58 0.96
C 2.69 0.27 -1.09
C 2.05 -0.51 1.22
C -0.09 -1.16 -1.02
C 1.94 0.47 0.15
N -2.22 -1.15 1.88
N -1.11 -0.91 -0.23
N -1.81 0.88 -1.69
N 1.19 1.58 0.35
F -3.34 1.79 0.09
Cl -0.71 -3.16 1.14
H -3.41 0.37 2.50
H 2.05 0.14 -1.92
H 3.28 -0.52 -1.16
H 3.13 1.21 -1.31
H 2.46 -1.44 0.84
H 2.88 -0.22 1.98
H 1.13 -0.63 1.86
H 0.13 -0.43 -1.79
H 0.39 -2.09 -1.08
H -2.74 1.29 -1.79
H -1.64 0.43 -2.61
H 1.30 2.30 -0.38
H 1.19 2.03 1.25
*
```

- Orbital gap (spin up / spin down): 5.95 / 5.95 eV
- E_LUMO (spin up / spin down): -4.5362 / -4.5342 eV
- Largest force on an atom: 5.27 eV/A
- HOMO (spin up / spin down): -10.485 / -10.487 eV